Computed, not measured: the molecule C32H50O2, with ωB97M-V with the def2-TZVPD basis set.

Energy ... -1399.84355 Ha
Structure (SMILES) ... CC(=O)O[C@@H]1CC[C@@]2(C)C(=CC=C3[C@H]4CC[C@@H]([C@@H](C)/C=C/[C@@H](C)C(C)C)[C@@]4(C)CC[C@@H]32)C1(C)C

Atoms and positions in Å:
C  0.865  5.249  -1.042
C  1.112  4.401  -2.265
O  1.672  4.793  -3.256
O  0.633  3.171  -2.101
C  0.773  2.241  -3.188
C  -0.624  1.800  -3.600
C  -1.287  1.057  -2.449
C  -0.531  -0.216  -2.055
C  -0.785  -1.321  -3.091
C  0.973  0.025  -1.935
C  1.671  -0.808  -1.151
C  1.053  -1.910  -0.446
C  -0.265  -1.909  -0.224
C  -1.079  -3.061  0.293
C  -0.306  -4.130  1.072
C  -0.326  -3.644  2.515
C  -1.714  -3.006  2.692
C  -1.779  -1.911  3.776
C  -1.736  -2.587  5.156
C  -0.734  -0.825  3.780
C  0.130  -0.481  2.841
C  1.186  0.575  3.006
C  2.543  -0.137  3.041
C  1.106  1.600  1.859
C  2.219  2.642  1.933
C  -0.250  2.305  1.879
C  -2.235  -2.670  1.255
C  -3.433  -3.587  0.959
C  -2.701  -1.226  1.030
C  -2.498  -0.804  -0.424
C  -0.997  -0.657  -0.650
C  1.686  1.063  -2.781
C  2.203  0.393  -4.067
C  2.901  1.652  -2.043
H  1.819  5.460  -0.563
H  0.209  4.735  -0.346
H  0.428  6.196  -1.346
H  1.256  2.782  -4.012
H  -0.563  1.175  -4.490
H  -1.213  2.684  -3.853
H  -2.310  0.800  -2.725
H  -1.322  1.731  -1.590
H  -0.237  -2.221  -2.823
H  -1.846  -1.558  -3.135
H  -0.467  -1.014  -4.083
H  2.745  -0.730  -1.069
H  1.702  -2.718  -0.146
H  -1.515  -3.514  -0.607
H  -0.839  -5.080  0.995
H  0.702  -4.291  0.698
H  -0.174  -4.465  3.217
H  0.463  -2.914  2.680
H  -2.379  -3.792  3.065
H  -2.761  -1.424  3.692
H  -0.776  -3.077  5.306
H  -1.871  -1.852  5.947
H  -2.523  -3.332  5.249
H  -0.719  -0.271  4.713
H  0.161  -0.988  1.890
H  1.036  1.097  3.958
H  2.522  -0.934  3.782
H  3.343  0.548  3.305
H  2.760  -0.576  2.069
H  1.206  1.055  0.913
H  3.194  2.196  1.761
H  2.225  3.127  2.908
H  2.061  3.406  1.174
H  -0.324  2.959  2.746
H  -1.064  1.586  1.928
H  -0.377  2.906  0.981
H  -3.145  -4.635  0.994
H  -4.223  -3.426  1.691
H  -3.842  -3.380  -0.028
H  -2.141  -0.537  1.659
H  -3.756  -1.141  1.300
H  -2.931  -1.542  -1.100
H  -3.002  0.148  -0.596
H  -0.664  0.149  0.019
H  1.389  0.064  -4.705
H  2.805  -0.475  -3.811
H  2.819  1.091  -4.630
H  3.259  2.533  -2.572
H  3.716  0.936  -2.001
H  2.633  1.940  -1.029